# 1
Entry from OMol25: a molecular structure, C13H11AsBrIO6SV in a non-equilibrium geometry (the ωB97M-V functional and the def2-TZVPD basis).

Structure (ORCA input):
```
! wB97M-V def2-TZVPD RIJCOSX def2/J DEFGRID3
* xyz 0 2
O 0.89404 2.05098 -0.03565
O -0.78146 0.22047 -3.80950
H -2.99258 1.21336 -3.11715
O 0.98695 1.90796 -2.75867
H 1.72061 -2.89581 -0.70026
H 4.47427 -0.94209 2.89340
C -4.16663 1.80980 -1.39881
C -2.91427 2.25507 0.59881
C 2.74572 -0.68570 1.64247
C 3.84279 -1.37805 2.13311
As -0.27815 0.79651 -2.41290
C 2.27984 -2.47665 0.12970
H -1.03975 -2.01271 1.55241
O -0.31642 3.11101 1.81680
C -1.76815 1.59384 -1.40824
H 2.54095 0.30313 2.04470
C 4.11312 -2.64873 1.65112
O 0.46729 -0.39855 -1.40975
S -0.23795 2.04436 0.88208
C -2.98835 1.53862 -2.07865
C -4.13446 2.14840 -0.05273
C -0.71939 -1.92944 0.51203
V 0.27296 -0.21438 0.15777
I -2.51430 -1.69610 -0.65221
C -1.73998 1.98589 -0.08530
H -2.84218 2.53534 1.63828
O -0.26625 0.67366 1.52568
H -5.05067 2.32004 0.49148
H -5.11302 1.71870 -1.90842
H 1.43904 2.18882 -1.95263
H -0.30913 -2.88592 0.19538
Br 5.54100 -3.65059 2.38728
C 1.91820 -1.23713 0.66527
C 3.35221 -3.19348 0.62931
H 3.58411 -4.17063 0.23379
*
```

For the LUMO energy (spin up / spin down), the calculation gives -0.83 / -0.75 eV. The expectation value of S² is 0.76. The calculation puts the orbital gap (spin up / spin down) at 8.2 / 8.3 eV. The value obtained for the HOMO energy (spin up / spin down) is -9.03 / -9.06 eV.

Here are the Mulliken charges for atoms 1 to 5, given in e: atom 1 (O): -0.591, atom 2 (O): -0.717, atom 3 (H): 0.475, atom 4 (O): -0.599, atom 5 (H): 0.435

***

# 2
Entry from OMol25: a molecular structure, C13H11F3N2O4S2Sr in a non-equilibrium geometry (the ωB97M-V functional and the def2-TZVPD basis).

Structure (ORCA input):
```
! wB97M-V def2-TZVPD RIJCOSX def2/J DEFGRID3
* xyz 2 1
C -0.60482 -1.88655 2.54274
H -0.98101 2.34791 -1.93042
H 0.51499 -1.14480 -3.56027
C 0.08264 -0.28231 3.78335
F 3.02612 -1.31003 -2.80836
C 0.27837 2.82619 0.76965
O -3.97047 0.38027 -1.00259
N 0.81257 -0.21613 2.61716
C -1.87541 -1.82683 -2.17493
O -2.83358 -1.59081 -1.15052
C -2.96708 -0.22558 -1.18088
H 0.95004 1.28337 -0.69816
H -2.03732 2.11850 -0.52823
F 3.01041 -2.58952 -1.08135
C -1.19421 1.69522 -1.08929
C 2.50619 -1.52908 -1.62331
C -1.59771 0.30424 -1.47283
O 1.15498 -1.65377 -1.66044
C 0.49692 -0.73828 -2.54790
F 2.83036 -0.45767 -0.84465
H 0.80219 -1.44798 0.83681
C 0.06718 1.56421 -0.13860
H 0.98696 0.23204 -2.56094
H -1.17668 -2.74246 2.22129
N -0.77671 -1.27589 3.75347
C 1.79690 0.79152 2.33832
S 1.18309 2.48838 2.35773
H 0.19844 0.40761 4.60549
C 0.37586 -1.26367 1.80864
C -0.90609 -0.67537 -2.06533
Sr -1.44515 1.06329 1.56130
H -0.17784 0.73239 0.53399
O -1.96497 -2.65411 -2.99667
H -0.70175 3.22824 1.06937
S 3.32611 0.45697 2.10274
H 0.81049 3.59050 0.21363
*
```

For the LUMO energy, the calculation gives -8.33 eV. The calculation puts the orbital gap at 8.0 eV. The value obtained for the HOMO energy is -16.35 eV.

Here are the Mulliken charges for atoms 1 to 5, given in e: atom 1 (C): -0.451, atom 2 (H): 0.569, atom 3 (H): 0.475, atom 4 (C): -0.159, atom 5 (F): -0.230